155
Properties=species:S:1:pos:R:3 method="wB97M-V/def2-TZVPD" homo_lumo_gap_ha=0.29900 fmax_ha_per_bohr=0.0819 spin_multiplicity=1
C 4.162 2.962 0.127
C 3.437 4.265 0.077
N 2.736 4.487 -1.203
C 2.314 5.893 -1.383
C 1.591 6.143 -2.677
C 1.720 3.441 -1.380
C 2.154 2.359 -2.336
H 3.471 2.119 0.192
H 4.904 2.952 0.921
H 4.690 2.854 -0.803
H 2.772 4.264 0.880
H 4.190 5.094 0.129
H 1.514 6.139 -0.641
H 3.169 6.575 -1.294
H 2.247 6.090 -3.521
H 0.737 5.501 -2.882
H 1.294 7.171 -2.625
H 0.836 3.841 -1.774
H 1.604 3.034 -0.375
H 2.351 2.857 -3.321
H 1.371 1.611 -2.332
H 3.134 1.965 -2.043
C 1.022 -4.260 -4.570
C 1.378 -3.216 -3.524
N 1.387 -3.787 -2.147
C 2.367 -4.830 -2.000
C 3.812 -4.344 -2.121
C 1.469 -2.619 -1.190
C 1.686 -3.087 0.245
H -0.034 -4.562 -4.545
H 1.692 -5.184 -4.485
H 1.276 -3.829 -5.589
H 2.390 -2.948 -3.812
H 0.700 -2.312 -3.469
H 2.145 -5.345 -1.067
H 2.218 -5.519 -2.777
H 4.121 -3.443 -1.550
H 4.484 -5.174 -1.843
H 4.088 -4.119 -3.179
H 0.591 -2.075 -1.319
H 2.270 -2.037 -1.600
H 1.633 -2.223 0.918
H 2.605 -3.645 0.393
H 0.928 -3.840 0.573
C 4.646 -1.600 2.844
C 5.195 -0.758 1.665
N 5.404 -1.538 0.480
C 5.617 -0.729 -0.718
C 6.829 0.281 -0.683
C 6.533 -2.462 0.702
C 6.998 -3.282 -0.547
H 5.392 -2.313 3.234
H 3.863 -2.149 2.252
H 4.356 -0.864 3.592
H 4.408 0.015 1.339
H 6.141 -0.292 1.923
H 5.723 -1.416 -1.536
H 4.720 -0.094 -0.896
H 7.801 -0.294 -0.554
H 6.899 0.664 -1.696
H 6.726 1.081 0.032
H 6.053 -3.171 1.389
H 7.318 -1.961 1.165
H 7.452 -2.641 -1.306
H 6.192 -3.796 -1.088
H 7.688 -4.069 -0.274
C -4.239 3.555 0.770
C -3.893 5.009 0.490
C -2.827 4.893 -0.618
S -1.811 3.537 -0.247
O -0.729 3.903 0.591
O -1.556 2.738 -1.464
C -3.031 2.641 0.737
H -4.923 3.178 -0.011
H -4.802 3.353 1.717
H -3.409 5.343 1.433
H -4.714 5.634 0.209
H -2.086 5.623 -0.770
H -3.330 4.639 -1.551
H -2.583 2.423 1.685
H -3.210 1.765 0.162
C -5.686 -2.241 0.026
C -5.393 -1.340 -1.163
C -6.760 -0.627 -1.410
S -8.023 -1.795 -1.107
O -8.525 -2.371 -2.290
O -9.037 -1.303 -0.141
C -6.949 -2.987 -0.338
H -5.871 -1.648 0.935
H -4.860 -2.982 0.115
H -5.258 -1.889 -2.084
H -4.535 -0.698 -0.926
H -6.899 -0.222 -2.392
H -7.088 0.136 -0.642
H -6.781 -3.756 -1.090
H -7.530 -3.362 0.514
C 1.715 5.852 3.628
C 1.823 5.764 5.172
C 1.954 4.256 5.512
S 1.241 3.366 4.035
O 0.169 2.471 4.557
O 2.257 2.720 3.249
C 0.608 4.824 3.279
H 2.549 5.658 2.982
H 1.227 6.750 3.441
H 0.951 6.229 5.662
H 2.703 6.371 5.555
H 1.395 3.924 6.398
H 3.022 3.957 5.640
H -0.308 5.174 3.751
H 0.382 4.677 2.259
C -1.115 0.333 -2.907
C -2.601 0.531 -2.767
O -3.105 -0.811 -3.027
S -2.257 -1.402 -4.273
O -2.711 -0.949 -5.583
O -2.225 -2.805 -4.048
O -0.957 -0.595 -3.993
H -0.591 -0.146 -2.032
H -0.574 1.254 -3.084
H -3.002 1.214 -3.467
H -2.841 0.755 -1.737
C -5.229 -2.465 4.520
C -4.282 -1.869 3.396
O -3.080 -1.392 4.082
S -3.586 -0.906 5.545
O -4.386 0.295 5.386
O -2.527 -1.033 6.469
O -4.546 -2.120 5.767
H -5.245 -3.575 4.480
H -6.226 -2.017 4.404
H -4.719 -1.028 2.815
H -3.959 -2.584 2.627
C -2.257 -4.568 -1.309
C -1.919 -5.833 -2.104
O -3.141 -6.443 -2.507
S -4.355 -5.571 -2.033
O -5.436 -6.417 -1.557
O -4.657 -4.547 -2.972
O -3.603 -4.888 -0.836
H -2.230 -3.659 -1.863
H -1.561 -4.496 -0.440
H -1.341 -6.518 -1.437
H -1.306 -5.590 -2.969
C -0.244 -0.039 2.570
C 0.325 0.538 1.339
O -0.714 0.457 0.367
S -1.649 -0.779 0.763
O -1.590 -1.834 -0.163
O -2.954 -0.254 1.112
O -0.859 -1.269 2.021
H -0.928 0.686 3.051
H 0.452 -0.292 3.296
H 1.206 0.073 0.966
H 0.595 1.590 1.470

***

143
Properties=species:S:1:pos:R:3 method="wB97M-V/def2-TZVPD" smiles="COCN(C[C@H](COO)OCCCCSC(=S)N1CCOCC1)P(O)O.CCN(CC)CC.CCN(CC)CC.CCN(CC)CC.CCN(CC)CC" homo_lumo_gap_ha=0.28320 fmax_ha_per_bohr=0.0347 spin_multiplicity=1
C 4.561 -2.071 3.052
O 4.922 -0.855 2.404
C 4.262 0.246 2.978
N 2.796 0.120 2.842
C 2.405 0.779 1.589
C 1.276 0.077 0.816
C 0.785 1.085 -0.211
O 0.097 0.474 -1.292
O -1.093 1.195 -1.564
O 0.276 -0.377 1.683
C -0.705 -1.181 1.030
C -1.206 -2.350 1.893
C -2.751 -2.448 1.800
C -3.523 -1.790 2.945
S -2.707 -0.315 3.630
C -4.071 0.643 4.309
S -4.483 0.404 5.857
N -4.782 1.606 3.558
C -3.973 2.297 2.568
C -3.876 1.608 1.198
O -4.602 0.402 1.107
C -5.923 0.546 1.561
C -6.043 1.116 2.998
P 2.142 0.993 4.205
O 0.579 0.551 4.293
O 2.715 0.088 5.446
H 3.737 -2.528 2.516
H 5.417 -2.732 3.069
H 4.247 -1.923 4.082
H 4.559 0.301 4.027
H 4.626 1.150 2.500
H 2.011 1.777 1.846
H 3.226 0.852 0.890
H 1.749 -0.742 0.262
H 0.212 1.871 0.272
H 1.669 1.574 -0.626
H -1.660 1.066 -0.786
H -0.305 -1.572 0.100
H -1.547 -0.542 0.770
H -0.849 -3.253 1.412
H -0.858 -2.299 2.917
H -3.033 -3.496 1.815
H -3.078 -2.065 0.842
H -4.501 -1.540 2.562
H -3.667 -2.487 3.764
H -4.404 3.284 2.414
H -2.977 2.481 2.946
H -2.846 1.354 0.977
H -4.211 2.275 0.399
H -6.525 1.138 0.868
H -6.362 -0.445 1.559
H -6.741 1.948 2.965
H -6.442 0.365 3.661
H 0.049 0.972 3.599
H 2.189 0.388 6.209
C -7.057 -9.213 0.872
C -6.701 -7.734 0.863
N -5.356 -7.461 1.336
C -5.107 -6.049 1.564
C -5.139 -5.101 0.359
C -4.292 -8.185 0.662
C -4.146 -7.999 -0.854
H -6.932 -9.637 1.869
H -8.099 -9.340 0.578
H -6.450 -9.787 0.172
H -7.400 -7.215 1.523
H -6.877 -7.337 -0.150
H -4.144 -5.944 2.072
H -5.849 -5.700 2.290
H -4.241 -5.187 -0.252
H -5.188 -4.066 0.707
H -6.009 -5.266 -0.277
H -4.430 -9.250 0.863
H -3.345 -7.938 1.147
H -5.106 -8.019 -1.372
H -3.543 -8.813 -1.264
H -3.634 -7.072 -1.105
C 8.983 3.910 2.218
C 7.521 3.643 1.895
N 6.741 4.853 1.706
C 5.311 4.605 1.651
C 4.763 3.776 0.484
C 7.256 5.787 0.722
C 7.430 5.289 -0.720
H 9.078 4.542 3.102
H 9.491 2.966 2.420
H 9.507 4.389 1.391
H 7.087 3.091 2.734
H 7.471 2.973 1.023
H 4.789 5.566 1.678
H 5.031 4.105 2.584
H 4.723 4.347 -0.442
H 3.740 3.464 0.709
H 5.345 2.870 0.309
H 8.223 6.152 1.075
H 6.616 6.674 0.716
H 7.872 4.293 -0.764
H 8.099 5.962 -1.261
H 6.488 5.276 -1.266
C -4.990 -7.835 -8.424
C -4.441 -7.127 -7.195
N -4.997 -7.619 -5.948
C -4.669 -6.783 -4.807
C -3.198 -6.670 -4.388
C -4.887 -9.051 -5.730
C -3.485 -9.674 -5.723
H -6.078 -7.763 -8.461
H -4.589 -7.369 -9.325
H -4.711 -8.889 -8.452
H -4.690 -6.066 -7.278
H -3.341 -7.191 -7.216
H -5.255 -7.122 -3.948
H -5.038 -5.775 -5.023
H -2.853 -7.562 -3.868
H -3.078 -5.833 -3.696
H -2.536 -6.482 -5.234
H -5.479 -9.554 -6.499
H -5.393 -9.295 -4.793
H -2.855 -9.288 -6.525
H -3.564 -10.754 -5.867
H -2.972 -9.519 -4.775
C 3.507 8.785 -0.678
C 3.730 10.248 -1.035
N 4.647 10.926 -0.138
C 4.665 12.367 -0.320
C 5.174 12.925 -1.655
C 5.944 10.293 0.026
C 6.805 10.091 -1.230
H 3.150 8.684 0.348
H 2.755 8.357 -1.343
H 4.415 8.190 -0.790
H 2.766 10.759 -0.979
H 4.053 10.307 -2.087
H 5.245 12.812 0.493
H 3.642 12.726 -0.170
H 6.259 12.876 -1.733
H 4.896 13.978 -1.741
H 4.741 12.408 -2.512
H 5.786 9.318 0.493
H 6.519 10.856 0.764
H 6.226 9.731 -2.082
H 7.576 9.344 -1.027
H 7.319 11.006 -1.518